Record 1
The following is a DFT calculation (ωB97M-V with the def2-TZVPD basis set) of 6 unconnected molecules or ions with the total composition C27H55N3O6P in a non-equilibrium geometry.

Last column: Mulliken charge in e.
Cartesian coordinates (Å):
C: 4.2598 -0.3842 -1.1042  -0.53
C: 3.8736 0.3217 -2.5241  -0.52
C: 2.6179 1.3449 -2.3192  -0.60
C: 1.3550 0.3962 -1.9501  -0.45
C: 0.0050 1.2313 -1.7402  0.02
N: -0.1063 2.6256 -1.3406  0.11
C: -1.5116 3.0556 -1.2444  -0.52
C: -2.4105 1.8452 -1.6298  -0.26
N: -1.3715 0.8526 -1.8752  0.12
P: -1.8430 -0.8083 -2.3194  0.01
N: -2.1544 -1.5968 -0.7384  -0.53
O: -3.3601 -0.7886 -3.1255  -0.48
H: 3.5631 0.1015 -0.3198  -0.12
H: 5.3425 -0.1686 -0.8038  0.29
H: 4.0046 -1.5072 -1.1064  0.24
H: 3.4712 -0.5147 -3.2150  0.26
H: 4.7882 0.8445 -2.9602  0.37
H: 2.4468 1.9743 -3.2592  0.36
H: 2.8716 2.0559 -1.4585  0.23
H: 1.2034 -0.2870 -2.8679  0.47
H: 1.5285 -0.2512 -1.0219  0.34
H: 0.7214 3.2205 -1.1334  0.30
H: -1.8925 4.0834 -0.9312  0.40
H: -3.5448 1.7564 -1.7020  0.46
H: -2.4693 -0.8048 -0.1296  0.30
H: -1.1853 -1.7789 -0.3889  0.31
H: -3.3231 -1.4087 -3.8958  0.35
C: -6.5774 -3.4521 0.9832  -0.56
C: -5.3715 -3.3168 0.0804  -0.44
C: -4.2966 -4.0224 0.8832  0.02
O: -4.9515 -5.0405 1.6496  -0.41
C: -6.3686 -4.8284 1.5830  -0.51
H: -7.5307 -3.3554 0.4609  0.35
H: -6.5392 -2.6915 1.7703  0.27
H: -5.5489 -3.8522 -0.8583  0.28
H: -5.1152 -2.2832 -0.1596  0.22
H: -3.8092 -3.3363 1.5850  0.22
H: -3.5300 -4.4755 0.2497  -0.02
H: -6.7944 -5.6088 0.9432  0.28
H: -6.8018 -4.9218 2.5812  0.28
C: -2.3652 -7.4855 -0.1908  -0.34
C: -1.0718 -8.2672 -0.2376  -0.57
C: -1.0751 -8.7964 -1.6582  -0.47
O: -1.7763 -7.8333 -2.4578  -0.44
C: -2.4324 -6.9021 -1.5880  -0.26
H: -2.3902 -6.7236 0.5904  0.24
H: -3.2058 -8.1684 -0.0304  0.25
H: -0.2234 -7.5897 -0.0930  0.27
H: -1.0082 -9.0580 0.5118  0.35
H: -1.6153 -9.7463 -1.7275  0.27
H: -0.0673 -8.9393 -2.0550  0.28
H: -1.8915 -5.9503 -1.6469  0.18
H: -3.4583 -6.7414 -1.9275  0.25
C: 1.7963 3.3141 2.7173  -0.51
C: 0.3661 2.9661 3.0657  -0.61
C: 0.1759 1.6491 2.3393  0.26
O: 1.4563 1.0058 2.3029  -0.47
C: 2.4588 1.9512 2.7073  0.06
H: 2.2627 4.0088 3.4175  0.35
H: 1.8373 3.7575 1.7155  0.21
H: 0.2742 2.8134 4.1457  0.27
H: -0.3573 3.7268 2.7660  0.35
H: -0.1483 1.8091 1.3041  -0.40
H: -0.5486 0.9982 2.8346  0.31
H: 2.8005 1.6692 3.7083  0.04
H: 3.3089 1.9024 2.0224  0.15
C: 7.1219 2.0167 4.8669  -0.57
C: 6.9805 1.7379 6.3467  -0.54
C: 5.6350 2.3626 6.6581  -0.49
O: 4.8430 2.2571 5.4663  -0.37
C: 5.6942 1.8673 4.3805  -0.28
H: 7.8175 1.3472 4.3580  0.35
H: 7.4632 3.0460 4.7140  0.28
H: 6.9394 0.6572 6.5181  0.26
H: 7.7910 2.1486 6.9510  0.34
H: 5.7365 3.4257 6.9001  0.27
H: 5.1227 1.8648 7.4846  0.26
H: 5.4657 0.8242 4.1343  0.27
H: 5.4812 2.4867 3.5056  0.23
C: -1.3108 5.2735 -5.1115  -0.63
C: -1.7061 6.6874 -5.4746  -0.55
C: -2.1197 7.2541 -4.1308  -0.43
O: -1.3315 6.5816 -3.1371  -0.42
C: -0.6751 5.4649 -3.7488  0.61
H: -0.6387 4.8057 -5.8331  0.38
H: -2.2062 4.6489 -5.0222  0.28
H: -0.8350 7.2295 -5.8566  0.26
H: -2.4982 6.7442 -6.2229  0.35
H: -3.1739 7.0470 -3.9192  0.27
H: -1.9560 8.3316 -4.0617  0.29
H: 0.3892 5.7102 -3.8386  0.28
H: -0.7771 4.5840 -3.1105  -0.61

## Properties
* largest force on an atom: 7.65 eV/A
* total charge: +1

***

Record 2
The following is a DFT calculation (ωB97M-V with the def2-TZVPD basis set) of 14 unconnected molecules or ions with the total composition C27H55N9O30S in a non-equilibrium geometry.

Last column: Mulliken charge in e.
Cartesian coordinates (Å):
C: 6.2108 -1.1652 -0.5693  -0.66
N: 7.3663 -1.8073 0.1706  0.87
O: 7.2481 -2.9631 0.4600  -0.50
O: 8.3823 -1.1196 0.4122  -0.53
H: 5.8840 -0.4051 0.1404  0.30
H: 5.3976 -1.8193 -0.8836  0.21
H: 6.4724 -0.7038 -1.5215  0.30
C: -5.9149 -1.9393 -2.9014  -0.72
N: -6.3185 -0.8217 -3.8305  0.87
O: -5.4288 -0.5274 -4.6392  -0.52
O: -7.4388 -0.4255 -3.6721  -0.50
H: -6.2729 -1.7005 -1.8999  0.30
H: -4.8375 -2.0860 -2.8246  0.29
H: -6.3116 -2.8943 -3.2460  0.28
C: 3.8477 4.6533 0.4539  -0.70
N: 5.3049 4.4967 0.8907  0.86
O: 5.7280 3.4152 1.2674  -0.51
O: 6.0456 5.4447 0.9369  -0.51
H: 3.2100 4.6751 1.3377  0.27
H: 3.5237 4.0077 -0.3625  0.28
H: 3.8243 5.6750 0.0750  0.32
C: -2.5117 -8.0737 -3.4953  -0.66
N: -2.0382 -6.9332 -2.7123  0.81
O: -2.3191 -5.8187 -3.0610  -0.50
O: -1.4990 -7.1310 -1.6354  -0.50
H: -3.5682 -8.2512 -3.2943  0.27
H: -1.9113 -8.9567 -3.2763  0.29
H: -2.3805 -7.8458 -4.5531  0.29
C: -2.2478 4.3024 4.7829  -0.60
N: -3.4371 4.8857 5.4294  0.98
O: -4.2064 4.0881 5.8515  -0.53
O: -3.5509 6.0964 5.3809  -0.56
H: -2.5129 3.2490 4.6934  0.12
H: -1.3511 4.3648 5.3994  0.33
H: -2.2050 4.6262 3.7430  0.27
C: -1.8942 -8.0246 3.3085  -0.65
N: -2.1046 -6.6453 3.8164  0.82
O: -2.5409 -6.5453 4.9203  -0.50
O: -1.8454 -5.7136 3.0285  -0.50
H: -2.5984 -8.1147 2.4815  0.26
H: -2.0445 -8.7458 4.1119  0.30
H: -0.8580 -8.0381 2.9704  0.27
C: -0.9386 1.1845 -8.3477  -0.71
N: 0.3966 0.5022 -8.0873  0.77
O: 0.3939 -0.3458 -7.1520  -0.47
O: 1.4234 0.9508 -8.6682  -0.48
H: -1.6294 1.0306 -7.5187  0.31
H: -1.3217 0.9051 -9.3292  0.28
H: -0.6917 2.2456 -8.3137  0.30
C: 3.8395 -5.7767 -0.6072  -0.72
N: 3.4511 -5.2690 0.7411  0.80
O: 3.9046 -5.9359 1.7346  -0.48
O: 2.8736 -4.1630 0.8501  -0.47
H: 3.7800 -4.9115 -1.2675  0.27
H: 3.0886 -6.5444 -0.7938  0.30
H: 4.8752 -6.1162 -0.5956  0.30
C: 0.2945 6.5085 -3.7082  -0.71
N: -0.9098 5.7404 -3.4131  0.85
O: -0.8485 4.5323 -3.6777  -0.51
O: -1.8643 6.3208 -3.0208  -0.51
H: 0.3927 6.9015 -4.7202  0.28
H: 1.1029 5.8170 -3.4708  0.29
H: 0.3831 7.3583 -3.0315  0.31
O: 2.7086 6.4484 7.3739  -0.59
C: 3.0438 5.2990 7.1364  0.42
O: 3.4280 4.9276 5.8144  -0.32
C: 3.8357 3.5733 5.8701  -0.39
C: 3.2359 2.9764 7.1052  -0.36
C: 3.1507 4.1006 8.0581  -0.35
H: 4.9081 3.7073 5.7286  0.28
H: 3.5168 3.0106 4.9927  0.27
H: 3.9495 2.2137 7.4168  0.27
H: 2.2448 2.5427 6.9720  0.23
H: 4.0978 4.2608 8.5734  0.23
H: 2.3596 4.0357 8.8052  0.32
O: 0.5540 0.8921 1.6783  -0.63
C: 0.3151 0.3399 0.6245  0.54
O: 1.1033 0.5059 -0.4366  -0.43
C: 0.6905 -0.0652 -1.7359  -0.24
C: -0.6540 -0.5462 -1.2994  -0.41
C: -0.8998 -0.3913 0.2267  -0.23
H: 1.4157 -0.7876 -2.1107  0.21
H: 0.7247 0.7552 -2.4529  0.21
H: -0.6474 -1.5810 -1.6417  0.24
H: -1.4591 -0.0865 -1.8727  0.29
H: -0.9742 -1.3812 0.6768  0.20
H: -1.7851 0.1793 0.5072  0.26
O: -0.9975 -1.4848 7.8706  -0.64
C: -1.9260 -1.3033 7.0402  0.57
O: -3.1967 -1.2993 7.4307  -0.35
C: -4.0932 -0.8932 6.3763  -0.34
C: -3.2492 -0.8924 5.0772  -0.44
C: -1.8265 -0.9492 5.5692  -0.28
H: -4.4010 0.1376 6.5516  0.20
H: -4.9889 -1.5099 6.3020  0.32
H: -3.4603 0.0004 4.4886  0.29
H: -3.5326 -1.7762 4.5056  0.22
H: -1.4122 0.0507 5.4399  0.14
H: -1.2163 -1.6295 4.9752  0.31
O: -5.7061 2.4944 0.3100  -0.60
C: -5.8825 3.6951 0.1654  0.44
O: -5.1420 4.6691 0.9053  -0.33
C: -5.7228 5.9102 0.5587  -0.43
C: -7.0509 5.7002 -0.1662  -0.47
C: -6.9471 4.3173 -0.7886  -0.30
H: -4.9335 6.4455 0.0310  0.28
H: -5.8193 6.5623 1.4268  0.32
H: -7.1234 6.5191 -0.8819  0.30
H: -7.8428 5.7497 0.5812  0.27
H: -6.5107 4.2620 -1.7859  0.27
H: -7.8492 3.7188 -0.6622  0.26
C: 4.9622 -3.4788 -6.8817  -0.29
C: 5.5866 -2.9899 -8.1866  -0.31
O: 6.1168 -4.2429 -8.6814  -0.32
S: 6.7070 -5.1617 -7.4978  1.09
O: 8.0579 -4.7589 -7.2063  -0.52
O: 6.4437 -6.5982 -7.6779  -0.53
O: 5.6737 -4.5186 -6.3757  -0.29
H: 3.9265 -3.7737 -7.0501  0.29
H: 4.9090 -2.6561 -6.1686  0.29
H: 6.4486 -2.3464 -8.0111  0.29
H: 4.8430 -2.5985 -8.8809  0.28

## Properties
* largest force on an atom: 4.33 eV/A

***

Record 3
The following is a DFT calculation (ωB97M-V with the def2-TZVPD basis set) of 6 unconnected molecules or ions with the total composition C27H55NO7 in a non-equilibrium geometry.

Last column: Mulliken charge in e.
Cartesian coordinates (Å):
C: -2.8057 -3.1747 3.1550  -0.17
O: -2.0726 -3.1799 1.8795  -0.29
C: -1.9037 -1.8274 1.3262  0.34
O: -2.4634 -0.7026 1.7782  -0.60
C: -0.9583 -1.7032 -0.0430  -0.06
C: 0.5451 -2.3335 0.3077  -0.41
C: 1.4372 -1.2432 1.1745  -0.20
C: 1.3059 -1.5579 2.7842  -0.49
C: 0.9525 -0.2504 3.7079  -0.09
N: -0.2293 -0.5411 4.6563  -0.74
H: -2.3597 -2.4542 3.9724  0.13
H: -2.6909 -4.2736 3.6058  0.25
H: -3.9787 -3.0239 3.0281  0.00
H: -0.8916 -0.6095 -0.4577  0.12
H: -1.4395 -2.4684 -0.8117  0.28
H: 1.1347 -2.6356 -0.6760  -0.08
H: 0.4124 -3.3356 0.9343  0.29
H: 2.5595 -1.3897 0.8158  0.35
H: 1.0405 -0.1627 0.9102  -0.02
H: 0.5246 -2.4268 3.0033  0.21
H: 2.3648 -1.9507 3.1473  0.35
H: 0.6879 0.7239 3.0950  -0.08
H: 1.9328 0.0162 4.3342  0.29
H: -1.0842 -0.3134 4.0700  0.32
H: -0.2263 -1.5829 4.8694  0.30
C: 1.8395 -3.1302 -5.3624  -0.65
C: 1.1936 -1.7795 -5.5335  0.26
C: 0.0864 -1.8250 -4.5032  -0.56
O: 0.5462 -2.6645 -3.4350  -0.32
C: 1.7314 -3.3459 -3.8687  -0.48
H: 2.8693 -3.1742 -5.7259  0.34
H: 1.2550 -3.8910 -5.8932  0.30
H: 1.9104 -0.9906 -5.2770  -0.42
H: 0.8269 -1.5924 -6.5459  0.40
H: -0.8221 -2.2765 -4.9156  0.30
H: -0.1630 -0.8345 -4.1117  0.28
H: 2.5832 -2.9026 -3.3414  0.27
H: 1.6674 -4.4041 -3.6008  0.33
C: -6.6696 -5.0729 3.2314  -0.46
C: -7.3156 -3.7222 3.0602  -0.41
C: -8.4228 -3.7677 4.0906  -0.47
O: -7.9630 -4.6072 5.1587  -0.40
C: -6.7778 -5.2886 4.7250  -0.37
H: -5.6399 -5.1169 2.8678  0.28
H: -7.2541 -5.8338 2.7006  0.29
H: -6.5988 -2.9333 3.3167  0.16
H: -7.6823 -3.5351 2.0478  0.37
H: -9.3313 -4.2193 3.6781  0.25
H: -8.6722 -2.7773 4.4820  0.28
H: -5.9260 -4.8454 5.2524  0.23
H: -6.8418 -6.3468 4.9929  0.27
C: 5.5085 2.0138 -4.1770  -0.56
C: 4.1214 2.3884 -3.7227  -0.03
C: 3.2852 1.2674 -4.3004  -0.52
O: 4.1211 0.1025 -4.3398  -0.38
C: 5.4745 0.5039 -4.0861  -0.50
H: 6.3038 2.4594 -3.5742  0.28
H: 5.6537 2.3223 -5.2192  0.29
H: 4.0712 2.3658 -2.6277  0.05
H: 3.8003 3.3774 -4.0594  0.28
H: 2.9752 1.4911 -5.3267  0.25
H: 2.3924 1.0599 -3.7035  0.27
H: 5.7414 0.1612 -3.0804  0.27
H: 6.1426 0.0246 -4.8069  0.30
C: -2.3009 3.0503 2.2834  -0.65
C: -1.8697 4.3666 1.6900  -0.65
C: -0.4554 4.0653 1.2446  -0.18
O: -0.4140 2.6726 0.9045  -0.34
C: -1.6211 2.0536 1.3703  0.48
H: -3.3853 2.9206 2.3239  0.38
H: -1.9052 2.9548 3.3016  0.27
H: -2.4932 4.6029 0.8196  0.27
H: -1.9275 5.2044 2.3895  0.38
H: 0.2610 4.2326 2.0559  0.24
H: -0.1511 4.6643 0.3815  0.07
H: -2.2411 1.8304 0.4952  0.19
H: -1.3821 1.1147 1.8773  -0.50
C: 3.0689 5.5011 0.0642  -0.45
C: 4.2695 6.2275 -0.4848  -0.64
C: 4.8523 5.2038 -1.4346  -0.55
O: 3.7555 4.4222 -1.9281  -0.26
C: 2.5939 4.7187 -1.1406  -0.47
H: 2.3017 6.1647 0.4709  0.37
H: 3.3826 4.8120 0.8573  0.25
H: 3.9437 7.1127 -1.0437  0.28
H: 4.9779 6.5492 0.2827  0.34
H: 5.5389 4.5261 -0.9162  0.29
H: 5.3830 5.6641 -2.2730  0.31
H: 1.9150 5.3161 -1.7589  0.25
H: 2.0882 3.7892 -0.8650  0.24

## Properties
* largest force on an atom: 8.11 eV/A
* SMILES: COC(=O)CCCCCN.C1CCOC1.C1CCOC1.C1CCOC1.C1CCOC1.C1CCOC1
* energy relative to the best compared isomer or geometry (same formula, charge and spin): 76.81 kcal/mol

***

Result set for orbital gap: 7.609 9.054 9.760 eV, one per record in the order listed.
Result set for HOMO energy: -0.3987 -0.3614 -0.3326 Eh, one per record in the order listed.
Result set for LUMO level: -3.241 -0.781 0.710 eV, one per record in the order listed.